The following is a quantum chemistry calculation of a 8-piece molecular cluster, C10H36O10 overall at a distorted geometry, from OMol25.

Atoms and positions in Å:
C: 3.205 -2.340 -3.799
O: 2.005 -1.817 -4.146
H: 3.431 -3.079 -4.568
H: 3.953 -1.562 -3.643
H: 3.119 -2.833 -2.831
H: 1.699 -1.247 -3.437
C: -3.251 -4.671 -3.539
O: -4.367 -5.609 -3.546
H: -2.359 -4.905 -4.120
H: -3.640 -3.692 -3.820
H: -2.894 -4.527 -2.520
H: -4.555 -5.912 -4.438
C: 2.462 0.688 5.982
O: 2.647 1.130 7.316
H: 3.136 -0.100 5.647
H: 1.437 0.322 5.929
H: 2.535 1.553 5.323
H: 3.459 1.629 7.195
C: -6.530 2.281 3.236
O: -7.137 1.990 1.990
H: -7.056 1.680 3.978
H: -5.503 1.921 3.288
H: -6.577 3.324 3.549
H: -6.828 2.662 1.379
C: 1.417 -5.149 2.109
O: 1.042 -4.474 3.269
H: 0.584 -5.765 1.769
H: 1.725 -4.516 1.278
H: 2.228 -5.852 2.300
H: 1.870 -4.132 3.615
C: 5.895 0.964 1.418
O: 5.888 1.022 2.836
H: 5.308 1.798 1.033
H: 6.900 1.155 1.042
H: 5.623 -0.036 1.082
H: 6.226 1.897 3.042
C: -0.873 -0.344 0.948
C: 0.553 0.243 0.672
O: 0.478 0.733 -0.677
O: -0.890 -0.701 2.327
H: -1.026 -1.199 0.288
H: -1.684 0.354 0.745
H: 1.311 -0.539 0.633
H: 0.824 1.041 1.363
H: -0.020 1.554 -0.684
H: -0.619 -1.616 2.433
C: -1.547 4.924 -4.998
C: -1.815 4.094 -3.719
O: -1.223 4.638 -2.602
O: -0.250 4.811 -5.503
H: -1.663 5.993 -4.819
H: -2.230 4.585 -5.777
H: -1.376 3.097 -3.718
H: -2.884 4.002 -3.526
H: -1.867 5.252 -2.242
H: -0.294 5.277 -6.341

SMILES   OCCO.OCCO.CO.CO.CO.CO.CO.CO
Energy relative to the best compared isomer or geometry (same formula, charge and spin)   1.998 eV
LUMO level   0.2 eV
M   316.388 g mol⁻¹
E   -1154.78425 Ha
Kohn-Sham gap   10.09 eV
HOMO energy   -9.864 eV
Total charge   0